(1)
2 unconnected molecules or ions with the total composition C5H13N2O in a non-equilibrium geometry. Source: the Open Molecules 2025 dataset; level of theory: ωB97M-V/def2-TZVPD.

```
! RIJCOSX wB97M-V def2-TZVPD def2/J DEFGRID3
* xyz 1 1
O 1.58305 -1.56196 1.57938
N 1.11792 1.33517 1.23658
N 0.51775 0.64227 -1.35883
C -0.27557 1.58362 1.01258
C -0.22145 -1.76298 -0.59863
C -0.38382 -0.26830 -0.57254
C -1.07656 0.43256 0.55144
C -0.86063 0.41359 -1.95384
H -1.06662 -2.44977 -0.56772
H 1.25697 0.48319 1.77180
H 0.46974 -1.95297 -1.47732
H -1.20348 -0.38058 1.23458
H -2.00743 0.80412 0.16446
H -0.95633 -0.05909 -2.92680
H -1.50931 1.28603 -1.88053
H 1.18456 -0.11381 -1.81629
H 1.66654 1.38496 0.38138
H -0.83581 1.98726 1.85681
H 0.93819 -1.93906 0.92158
H 1.95904 -2.28731 2.12870
H -0.29677 2.42305 0.31322
*
```

Results
- maximum force (eV/Å) = 6.7
- HOMO (eV) = -12.673
- LUMO energy (eV) = -7.982
- frontier orbital gap (eV) = 4.691

(2)
A gas-phase ion, C5H13N2O (charge +1). Source: the Open Molecules 2025 dataset; level of theory: ωB97M-V/def2-TZVPD.

```
! RIJCOSX wB97M-V def2-TZVPD def2/J DEFGRID3
* xyz 1 1
O -1.37730 -1.12691 2.80402
N 0.59927 0.62138 -3.03655
N -0.00317 1.25950 -0.88147
C 0.66351 -0.70331 1.45404
C 0.10602 -1.02465 0.07251
C -0.78981 0.06426 -0.51611
C 0.60445 1.44956 -2.01122
C -0.34253 -0.21954 2.48849
H 0.23816 1.89702 -0.13091
H 1.26045 -1.54251 1.82084
H 0.16992 0.03036 3.41210
H -0.39443 -1.98907 0.01541
H 0.96273 -1.13876 -0.59633
H 1.03135 0.90521 -3.90168
H 1.17495 2.35409 -2.17476
H -1.65511 -1.62863 2.03417
H -0.79378 0.72293 2.12382
H -1.56203 0.39928 0.16580
H -1.26496 -0.27666 -1.43315
H -0.01844 -0.17546 -3.08774
H 1.39076 0.12188 1.37872
*
```

Results
- maximum force (eV/Å) = 0.7
- HOMO (eV) = -13.447
- LUMO energy (eV) = -3.498
- SMILES string = N/C=[NH+]\CCCCO
- frontier orbital gap (eV) = 9.949

(3)
A gas-phase ion, C5H13N2O (charge +1) in a non-equilibrium geometry. Source: the Open Molecules 2025 dataset; level of theory: ωB97M-V/def2-TZVPD.

```
! RIJCOSX wB97M-V def2-TZVPD def2/J DEFGRID3
* xyz 1 1
O -1.29440 1.45870 1.97035
N -1.76026 -0.50321 0.44118
N -0.01098 -0.66092 -0.96492
C -0.46819 -1.89610 -1.58639
C -0.63696 -0.02974 0.00565
C 1.21873 1.36904 1.37634
C 1.35185 -0.22824 -1.46068
C -0.23474 1.43998 0.95366
H 1.18801 0.11239 -2.47379
H -1.06511 1.28421 2.88710
H 0.27133 -2.26947 -2.24769
H -2.11399 -0.12601 1.33334
H 1.88098 1.37422 0.51517
H 1.39091 0.33844 1.71858
H 1.63629 0.73150 -0.94326
H 1.44851 2.08199 2.14824
H -2.08959 -1.49526 0.23086
H -0.79390 -2.47769 -0.71893
H 1.95245 -1.08373 -1.36536
H -0.55174 2.17916 0.31423
H -1.31919 -1.59925 -2.13368
*
```

Results
- maximum force (eV/Å) = 4.2
- HOMO (eV) = -14.293
- LUMO energy (eV) = -2.736
- SMILES string = C[C@H](O)C(=[NH2+])N(C)C
- frontier orbital gap (eV) = 11.557

(4)
A molecular structure, C5H13N2O in a non-equilibrium geometry. Source: the Open Molecules 2025 dataset; level of theory: ωB97M-V/def2-TZVPD.

```
! RIJCOSX wB97M-V def2-TZVPD def2/J DEFGRID3
* xyz 2 2
O -0.50991 -2.02965 0.82611
N -0.53497 3.25336 0.30903
N -1.01506 0.23150 0.72400
C 0.33224 2.27858 0.10058
C 0.45993 -1.07225 -1.21798
C 0.13349 0.90613 0.16536
C 1.13525 -0.13140 -0.18405
C 0.06182 -2.38163 -0.46036
H 2.13270 0.18476 -0.50544
H -0.33250 -0.58450 -1.78523
H 1.24480 2.53545 -0.42878
H 1.30494 -0.66438 0.76463
H 0.90872 -3.04981 -0.34392
H -0.27425 4.18767 0.01403
H -1.18151 0.72663 1.61620
H 1.17990 -1.42364 -1.96208
H -1.46905 3.12901 0.68827
H -1.94569 0.28962 0.28621
H -0.77706 -0.86786 0.94467
H -0.73700 -2.89317 -1.00920
H -0.11677 -2.62444 1.45793
*
```

Results
- maximum force (eV/Å) = 3.8
- HOMO (alpha / beta) (eV) = -18.784 / -19.493
- LUMO energy (alpha / beta) (eV) = -7.659 / -11.387
- frontier orbital gap (alpha / beta) (eV) = 11.125 / 8.106

(5)
2 unconnected molecules or ions with the total composition C5H13N2O2 in a non-equilibrium geometry. Source: the Open Molecules 2025 dataset; level of theory: ωB97M-V/def2-TZVPD.

```
! RIJCOSX wB97M-V def2-TZVPD def2/J DEFGRID3
* xyz 1 1
O 1.00933 0.40498 -1.89468
O 0.40423 1.95377 1.20125
N 1.96582 -2.36191 0.06384
N -2.23266 1.86767 0.18144
C -1.76084 0.47465 0.44347
C 1.23954 -1.12015 -0.09742
C 1.58712 -0.56557 -1.47181
C -0.28025 -1.45233 -0.12471
C -1.20607 -0.33043 -0.44064
H 1.16241 2.17214 0.64531
H -0.38797 -2.24719 -0.87394
H -0.43243 -1.80146 0.90544
H -3.24936 1.94703 0.21160
H -1.89352 2.23950 -0.71375
H -1.44710 -0.25079 -1.49342
H 0.34490 2.71714 1.80518
H -1.61274 0.45300 1.50525
H 1.81043 -2.80395 0.95569
H 2.35261 -1.13304 -2.02166
H 1.39380 -0.30542 0.63340
H 2.93373 -2.34604 -0.21333
H -1.70098 2.48841 0.79348
*
```

Results
- maximum force (eV/Å) = 1.6
- HOMO (eV) = -12.693
- LUMO energy (eV) = -3.475
- frontier orbital gap (eV) = 9.219

(6)
2 unconnected molecules or ions with the total composition C5H13N2O2 in a non-equilibrium geometry. Source: the Open Molecules 2025 dataset; level of theory: ωB97M-V/def2-TZVPD.

```
! RIJCOSX wB97M-V def2-TZVPD def2/J DEFGRID3
* xyz 1 1
O 1.17931 2.44372 0.92967
O -0.44875 -2.69031 -0.31510
N 0.82214 1.28812 -2.41627
N -0.04412 -0.38615 -1.08586
C -0.89396 0.06579 1.21107
C -0.32085 -1.29621 1.67144
C 0.70739 0.04187 -2.04501
C -0.59798 -2.55470 0.88276
C -0.99361 0.37307 -0.30322
H 1.90852 2.02065 0.43525
H 0.74701 -1.29285 1.81335
H 1.36343 1.53670 -3.21902
H 0.00970 -1.39033 -0.93332
H 0.21830 2.00866 -2.05706
H -2.00954 0.06797 -0.56841
H -1.88872 0.15149 1.61573
H 1.68839 2.94970 1.58314
H 1.32883 -0.68812 -2.53738
H -0.74583 -1.46844 2.64616
H -0.84726 1.42018 -0.41493
H -0.26944 0.83241 1.64338
H -0.91297 -3.43324 1.46364
*
```

Results
- maximum force (eV/Å) = 1.9
- HOMO (eV) = -13.962
- LUMO energy (eV) = -2.914
- frontier orbital gap (eV) = 11.048

(7)
A gas-phase ion, C5H13N2S (charge -1) in a non-equilibrium geometry. Source: the Open Molecules 2025 dataset; level of theory: ωB97M-V/def2-TZVPD.

```
! RIJCOSX wB97M-V def2-TZVPD def2/J DEFGRID3
* xyz -1 1
S -1.61433 -1.02376 2.23695
N 0.85097 0.66106 -0.49171
N -0.44784 0.68940 -3.14553
C 1.38552 -0.15408 -1.63305
C 0.28599 -0.47908 -2.59948
C -0.97098 0.28185 1.06316
C 1.54067 0.71586 1.86124
C 0.56768 0.11335 0.83265
H 0.96937 0.64019 2.80214
H 0.61035 -0.98262 0.79419
H -1.53730 0.01984 0.16527
H 0.70821 -1.02622 -3.45815
H 1.17684 1.60560 -0.61747
H 1.69525 -1.04352 -1.08333
H -1.20189 1.34175 1.20748
H 1.63181 1.78762 1.72416
H -0.79982 1.20494 -2.33609
H 0.26804 1.26951 -3.57181
H -0.48545 -1.13132 -2.19885
H 2.18033 0.41807 -2.11119
H 2.45413 0.13129 1.84596
*
```

Results
- maximum force (eV/Å) = 3.2
- HOMO (eV) = -2.289
- LUMO energy (eV) = 3.483
- SMILES string = C[C@@H](C[S-])NCCN
- frontier orbital gap (eV) = 5.772

(8)
A gas-phase ion, C5H13N2S (charge -1) in a non-equilibrium geometry. Source: the Open Molecules 2025 dataset; level of theory: ωB97M-V/def2-TZVPD.

```
! RIJCOSX wB97M-V def2-TZVPD def2/J DEFGRID3
* xyz -1 1
S -0.28400 -2.14462 3.37159
N 0.50183 0.31812 -0.82523
N -0.19258 0.82251 2.83810
C -0.48398 0.06325 1.59423
C -0.31896 0.42440 -1.97833
C 0.00141 -1.37668 1.69864
C 0.50160 0.00236 -3.24254
C 0.14613 0.90684 0.46107
H -0.45327 -2.02498 0.80759
H -1.56346 -0.00765 1.47375
H 0.96414 1.49156 0.85657
H 0.75358 -1.07185 -3.09524
H 0.06082 0.29315 -4.25763
H 1.04650 -1.31696 1.34199
H -0.85021 1.33605 -2.21980
H -0.62335 1.70687 0.13212
H 0.74118 -0.67287 -0.72037
H -0.90224 0.55054 3.53066
H 0.68888 0.42392 3.24948
H 1.48961 0.49011 -3.17301
H -1.22365 -0.21407 -1.84363
*
```

Results
- maximum force (eV/Å) = 3.1
- HOMO (eV) = -2.661
- LUMO energy (eV) = 3.402
- SMILES string = CCNC[C@H](N)C[S-]
- frontier orbital gap (eV) = 6.063

(9)
A gas-phase ion, C5H13N2S (charge -1) in a non-equilibrium geometry. Source: the Open Molecules 2025 dataset; level of theory: ωB97M-V/def2-TZVPD.

```
! RIJCOSX wB97M-V def2-TZVPD def2/J DEFGRID3
* xyz -1 1
S -0.80505 0.50156 1.92924
N 2.44435 -1.47515 0.33600
N 0.02531 0.16911 -1.96041
C 1.05246 -0.94125 0.13966
C 0.91888 0.24000 -0.82011
C -1.40595 0.03953 -1.59879
C 0.57226 -0.62567 1.57034
C -2.11512 1.35083 -1.26285
H 1.36482 -0.05860 2.10714
H -2.98197 1.73437 -1.80604
H -1.50581 2.20971 -1.62489
H 0.31059 -1.65540 -0.30238
H 2.46605 -2.45349 0.09897
H 1.89052 0.60225 -1.25891
H -2.42250 1.44591 -0.19353
H -1.90781 -0.44843 -2.46245
H 0.89838 1.15163 -0.17567
H 0.11557 0.88381 -2.66473
H -1.44212 -0.57807 -0.71043
H 0.54371 -1.59730 2.07500
H 3.10850 -0.88988 -0.14344
*
```

Results
- maximum force (eV/Å) = 4.2
- HOMO (eV) = -2.169
- LUMO energy (eV) = 3.915
- SMILES string = CCNC[C@@H](N)C[S-]
- frontier orbital gap (eV) = 6.084

(10)
2 unconnected molecules or ions with the total composition C5H13N2S in a non-equilibrium geometry. Source: the Open Molecules 2025 dataset; level of theory: ωB97M-V/def2-TZVPD.

```
! RIJCOSX wB97M-V def2-TZVPD def2/J DEFGRID3
* xyz 1 1
S -2.15267 0.01460 0.16824
N 1.85195 -1.31806 -0.49380
N 1.00780 0.58068 0.33451
C -4.44497 -0.60747 -1.22679
C -3.03334 -0.36674 -1.13228
C 1.92346 -0.60638 0.50668
C 2.62709 -0.56315 1.77475
C 1.70598 1.74465 -0.07024
H -2.47630 -0.55262 -2.01016
H -4.91877 -1.04970 -0.33391
H 2.62862 0.42149 2.21772
H 1.05239 2.64059 -0.27078
H 2.13057 1.73702 -1.06556
H 2.38595 -2.21789 -0.42451
H -4.86068 0.41447 -1.27563
H 0.44801 0.71217 1.18997
H 2.52904 2.10325 0.52499
H 2.22994 -1.24671 2.48349
H 0.33405 0.23173 -0.51334
H -4.66869 -1.19653 -2.06066
H 3.70057 -0.87539 1.67730
*
```

Results
- maximum force (eV/Å) = 4.7
- HOMO (eV) = -12.314
- LUMO energy (eV) = -3.465
- frontier orbital gap (eV) = 8.849

(11)
2 unconnected molecules or ions with the total composition C5H13N3 in a non-equilibrium geometry. Source: the Open Molecules 2025 dataset; level of theory: ωB97M-V/def2-TZVPD.

```
! RIJCOSX wB97M-V def2-TZVPD def2/J DEFGRID3
* xyz -1 2
N -1.88331 0.05038 -1.50862
N 2.66325 0.82062 1.16504
N 2.69251 0.71000 -1.32627
C 2.78734 1.32755 -0.19030
C 2.47059 -0.73877 -1.33424
C -2.86662 -0.04630 -0.34128
C -2.29185 -0.32861 2.12747
C -2.19707 -0.73295 0.83072
H -3.73089 -0.66521 -0.63814
H 1.86252 1.26763 1.62185
H -1.40192 -0.82645 -1.54070
H -1.60769 -1.61508 0.61784
H 3.45099 1.08200 1.71933
H -1.74969 -0.80761 2.93793
H -2.91478 0.51914 2.43293
H -3.12135 0.96463 -0.02626
H -2.36681 0.14864 -2.42747
H 2.91259 2.39778 -0.09182
H 3.32558 -1.22141 -1.79548
H 2.40134 -1.26845 -0.36691
H 1.56526 -1.03750 -1.86561
*
```

Results
- maximum force (eV/Å) = 2.6
- HOMO (alpha / beta) (eV) = 1.550 / -5.046
- LUMO energy (alpha / beta) (eV) = 3.600 / 3.680
- frontier orbital gap (alpha / beta) (eV) = 2.050 / 8.726

(12)
A molecular structure, C5H13N3 in a non-equilibrium geometry. Source: the Open Molecules 2025 dataset; level of theory: ωB97M-V/def2-TZVPD.

```
! RIJCOSX wB97M-V def2-TZVPD def2/J DEFGRID3
* xyz 0 1
N -0.03411 1.82798 -1.21964
N -0.86801 -1.32660 1.40394
N 0.08259 -0.71361 -0.95600
C -0.15147 -0.06498 1.40259
C 0.73465 0.00138 0.14612
C -0.72742 1.33541 1.12752
C 0.43992 1.66255 0.05606
C 0.56651 -2.04496 -1.14002
H -0.92599 -1.66287 0.32466
H 0.62132 -2.64028 -2.34746
H 1.77821 -2.30285 -0.63970
H 0.08028 -2.79451 -0.43307
H -2.10441 -1.08064 1.74673
H -1.26431 1.98145 2.08687
H 1.20689 2.42025 0.30404
H 1.80377 -0.05739 0.29528
H 0.53822 0.11067 2.36099
H 0.27418 -0.10525 -1.68065
H -0.86159 1.46181 -1.48704
H -1.61765 1.10043 0.44106
H 0.42841 2.89199 -1.79229
*
```

Results
- maximum force (eV/Å) = 10.1
- HOMO (eV) = -8.464
- LUMO energy (eV) = 0.811
- frontier orbital gap (eV) = 9.275